# 1
{"formula": "C43H58InNO3SSbSeSi4", "method": "the ωB97M-V functional and the def2-TZVPD basis", "symbols": ["C", "C", "C", "H", "H", "H", "C", "In", "C", "C", "H", "C", "H", "H", "C", "C", "C", "H", "C", "C", "C", "H", "H", "H", "O", "C", "H", "C", "Sb", "Si", "H", "C", "C", "C", "C", "C", "C", "H", "C", "H", "H", "H", "O", "H", "H", "C", "C", "H", "H", "C", "H", "H", "H", "H", "H", "H", "H", "H", "C", "C", "C", "H", "C", "H", "C", "H", "H", "H", "S", "C", "O", "C", "Se", "H", "Si", "H", "H", "C", "H", "C", "H", "H", "C", "Si", "H", "H", "C", "C", "H", "H", "H", "Si", "C", "H", "N", "H", "H", "C", "H", "H", "C", "C", "H", "H", "C", "H", "H", "H", "H", "H", "C", "H", "H"], "coordinates": [[4.11165, -1.47525, 1.81654], [-3.26005, 1.46209, 0.13888], [8.68810, -3.16099, 1.29212], [-0.79665, -4.96736, -2.45122], [1.71432, -3.55240, -5.66637], [0.09654, 6.67396, -0.39221], [7.81600, -3.91459, 0.34204], [-0.52740, 0.65200, 0.93360], [3.89868, -0.79449, 0.60175], [-1.67016, -5.01974, -1.80510], [-0.51374, 6.66666, 1.24223], [-2.20271, -3.88170, -1.21888], [1.53254, 1.39343, 4.69228], [2.77813, 2.32121, 0.64405], [2.56210, -0.38149, 0.35115], [0.12443, 6.12985, 0.54624], [1.38454, -0.09131, 0.25571], [7.12257, -0.48288, -0.35422], [-4.52147, 1.00949, -0.57406], [-3.34049, -4.00642, -0.39277], [-1.61073, 4.81832, 4.67796], [8.02113, -3.59868, -0.68183], [1.50908, 3.42604, -0.95221], [6.75401, -3.70849, 0.49796], [-3.13230, 2.45860, 0.82563], [-4.00463, -2.78057, 0.20153], [-3.82366, -7.35944, -0.68138], [4.99417, -0.50666, -0.23395], [-1.27488, -1.98101, -1.49717], [1.72876, 3.05734, 2.78568], [-5.19359, 1.85932, -0.73002], [-3.82565, -2.04922, -3.25406], [-2.70297, -1.29540, -2.94113], [5.37804, -1.74267, 2.28311], [-0.76513, -2.73363, -4.95378], [-2.25911, 4.73624, -0.56144], [2.97716, 3.12446, 1.36662], [-4.19853, -2.05502, -0.58350], [2.20109, 4.55336, 3.82496], [-2.31243, 4.84249, 5.51033], [-2.13818, 5.57909, -1.22683], [-1.87362, -7.13750, -2.11214], [-2.31636, 0.57175, -0.14108], [2.14781, 5.47582, 3.22487], [1.61289, 4.68224, 4.72316], [-2.27602, -6.24901, -1.63235], [1.50876, -2.87226, -1.88069], [3.14991, 1.48757, 4.03211], [-1.33070, 1.12933, -2.20084], [-3.89996, -5.26913, -0.19367], [3.24206, 4.42620, 4.11208], [-2.07854, 1.83998, 5.82190], [-1.28475, 1.67729, -3.87878], [-1.56813, -3.34911, -4.57150], [-0.37909, 1.86219, 5.35803], [0.63763, 4.55597, -1.95203], [-5.30745, 0.00609, -5.50795], [-1.84735, 5.63961, 3.99497], [-1.31966, 0.79698, -3.23989], [-3.38588, -6.39075, -0.81883], [-3.48051, 0.39824, -4.44943], [3.65178, -4.00095, -4.26125], [1.65052, -3.34269, -4.59908], [-1.12188, -1.72823, -5.01531], [2.67571, -3.36713, -2.43470], [-2.63062, 3.88756, -1.13060], [0.02943, 2.91173, -1.76828], [8.02934, -4.97127, 0.45001], [8.12638, -1.63521, 2.06017], [-2.53322, -0.03591, -3.54274], [9.78887, -3.56424, 1.61119], [-1.72891, -1.46118, 2.98262], [-2.76996, -2.28962, 4.13133], [-1.51736, 0.78848, 4.51220], [-0.55384, 4.41769, 0.16887], [-4.25418, 0.52998, -1.50780], [-3.97099, -3.03949, -2.82353], [-4.58857, -0.35922, -4.77153], [-3.33620, 1.35898, -4.95197], [-1.38080, 1.78471, 4.96381], [-4.76628, -5.31968, 0.45239], [3.24636, -1.69357, 2.42218], [-4.77753, -1.58658, -4.15763], [-1.84918, 3.16425, 3.76968], [3.51667, -3.56403, -1.79019], [-4.12012, 3.16991, 4.47781], [2.08241, 1.47419, 3.76862], [6.45373, -1.34488, 1.48120], [-5.00839, 0.29160, 0.07035], [-3.39080, -2.28414, 0.94750], [-4.94289, -3.04193, 0.68279], [-0.44960, 2.91844, 1.95949], [-3.69304, 3.01713, 3.48531], [4.82429, -0.05806, -1.20031], [-1.08474, -0.91837, 2.17498], [5.56851, -2.20716, 3.24603], [2.97536, 4.09313, 0.85929], [0.46147, -2.87633, -4.06740], [-0.38746, 0.25087, -3.40926], [-0.56757, -3.07157, -5.97838], [0.39518, -2.65044, -2.68601], [6.27539, -0.74408, 0.24694], [1.89067, 0.59154, 3.15586], [1.13675, 6.11799, 0.93034], [2.75715, -3.60551, -3.79577], [-4.11268, 3.74938, 2.79777], [-3.02267, 4.99567, 0.16842], [-0.61335, 4.94238, 5.05290], [3.97460, 2.95293, 1.79840], [1.48251, -2.69270, -0.81343], [0.51132, 3.72690, -1.24580], [-3.97449, 2.02093, 3.13943], [-5.62670, -2.20828, -4.38309]], "mulliken_charge": [-0.258, 0.219, 0.626, 0.384, 0.356, 0.422, -0.845, 0.886, 0.845, -0.807, 0.308, 0.459, 0.430, -0.086, -0.359, -1.242, -0.697, 0.459, -1.186, 0.775, -1.190, 0.249, 0.192, 0.257, -0.453, -0.858, 0.389, -0.457, 0.845, 0.597, 0.329, -0.516, 0.921, -0.673, -0.955, -1.134, -0.707, 0.055, -1.295, 0.383, 0.511, 0.409, 0.276, 0.254, 0.350, -0.810, -1.257, 0.390, -0.309, -0.605, 0.363, 0.374, 0.627, 0.249, 0.241, 0.418, 0.335, 0.263, -1.109, -0.781, -0.544, 0.379, -0.570, 0.085, -0.759, 0.145, -0.126, 0.334, -0.122, 0.394, -0.577, 0.169, -0.228, -0.019, 0.765, 0.138, 0.335, -0.877, 0.360, -0.858, 0.403, 0.581, -0.866, 1.010, 0.580, 0.434, -0.848, -0.310, 0.273, -0.086, 0.467, -0.766, -1.110, 0.575, -0.219, 0.444, 0.344, 0.898, 0.253, 0.411, 0.338, -0.393, -0.064, 0.293, -0.780, 0.275, 0.253, 0.290, 0.413, 0.577, -0.631, 0.249, 0.427], "gap_ev": 7.5, "e_homo_ev": -5.506, "mol_weight_g_mol": 1096.89, "max_force_ev_per_a": 1.5, "charge": -1, "lumo_ev": 2.0388, "relative_energy_kcal_mol": 0.00, "e_tot_ev": -172573.292}

=====

# 2
{"formula": "C4H8N2", "method": "the ωB97M-V functional and the def2-TZVPD basis", "symbols": ["C", "H", "H", "H", "N", "H", "H", "N", "C", "C", "H", "H", "C", "H"], "coordinates": [[-1.56896, 0.05831, 0.35928], [-2.43774, -0.62446, 0.36415], [1.46896, 1.09673, 0.61152], [1.00108, -0.79811, -1.80688], [1.22338, -1.06036, 0.33676], [-0.30559, 1.00688, 1.49737], [0.54455, -0.95441, 1.11393], [-0.97700, 0.24318, 1.59214], [1.71728, 0.23866, -0.00865], [0.64499, -0.40450, -0.85663], [2.70279, 0.25937, -0.46741], [-1.25550, 0.01748, -1.81927], [-0.76446, -0.11277, -0.85406], [-1.99379, 1.03401, -0.06225]], "nbo_charge": [-0.351, 0.210, 0.184, 0.221, -0.555, 0.300, 0.376, -0.549, -0.232, -0.171, 0.203, 0.201, -0.108, 0.269], "gap_ev": [6.7, 9.4], "e_homo_ev": [-7.466, -9.327], "mol_weight_g_mol": 84.12, "max_force_ev_per_a": 1.9, "charge": 0, "lumo_ev": [-0.7451, 0.1022], "relative_energy_kcal_mol": 115.71, "e_tot_ev": -7252.858}

=====

# 3
{"formula": "C4H7ClO2P", "method": "the ωB97M-V functional and the def2-TZVPD basis", "symbols": ["H", "H", "O", "O", "H", "P", "H", "C", "C", "H", "C", "C", "Cl", "H", "H"], "coordinates": [[-1.28362, 1.26971, -0.68097], [0.45097, -0.13269, 3.23374], [-0.52543, 2.65486, 3.26572], [-1.48798, 3.46373, 1.00977], [0.32734, 1.90455, -0.90867], [-0.47920, 2.70518, 1.79188], [0.75375, -1.27328, 1.80894], [0.21199, -0.25468, -1.08302], [0.08917, -0.59949, 2.33586], [1.23000, -0.48623, -0.77542], [-0.02049, 1.17571, 0.97020], [-0.22666, 1.06608, -0.46209], [1.40599, 3.55854, 1.29837], [-0.43907, -1.05901, -0.74685], [0.18092, -0.20635, -2.17048]], "nbo_charge": [0.234, 0.157, -1.132, -1.137, 0.244, 2.099, 0.123, -0.595, -0.302, 0.200, -0.228, -0.588, -0.472, 0.202, 0.194], "gap_ev": [8.8, 7.2], "e_homo_ev": [-5.350, -4.448], "mol_weight_g_mol": 153.53, "max_force_ev_per_a": 5.0, "charge": -1, "lumo_ev": [3.4355, 2.7215], "relative_energy_kcal_mol": 113.52, "e_tot_ev": -30166.270}

=====

# 4
{"formula": "C9H12INO", "method": "the ωB97M-V functional and the def2-TZVPD basis", "symbols": ["H", "H", "H", "H", "H", "N", "C", "C", "H", "H", "C", "I", "H", "C", "H", "C", "H", "H", "C", "O", "C", "C", "H", "C"], "coordinates": [[-1.01569, -1.04182, -1.36315], [1.01705, 0.72223, 1.65568], [-2.10280, -2.13252, 2.45006], [-1.71513, -2.76033, -1.04382], [-0.28778, -2.01655, 2.55113], [0.94250, 3.78354, 0.97170], [1.96767, 1.44514, -1.69829], [-1.09926, -2.31478, 1.92053], [-1.04218, -3.34868, 1.53387], [-2.39932, 0.84285, -0.63934], [-0.70640, 0.74932, 0.31601], [2.65172, -1.06817, -0.13871], [1.62785, 2.57663, -1.62510], [-0.97866, -1.92227, -0.63634], [-1.22243, 2.12800, -1.31315], [0.81431, 1.20264, 0.73412], [1.42341, 0.82937, -2.46566], [0.07886, -2.41238, -0.90446], [0.86348, 2.64161, 0.92503], [-1.19423, -0.17800, 1.07659], [-1.12433, -1.45799, 0.72483], [-1.39830, 1.35571, -0.64284], [2.98442, 1.39912, -2.11796], [1.91524, 0.97733, -0.27071]], "nbo_charge": [0.240, 0.271, 0.219, 0.231, 0.221, -0.311, -0.749, -0.663, 0.222, 0.216, 0.371, 0.079, 0.240, -0.731, 0.230, -0.506, 0.241, 0.221, 0.290, -0.492, 0.311, -0.460, 0.247, 0.061], "gap_ev": [5.9, 8.7], "e_homo_ev": [-6.796, -8.553], "mol_weight_g_mol": 277.11, "max_force_ev_per_a": 5.3, "charge": 0, "lumo_ev": [-0.8879, 0.1731], "relative_energy_kcal_mol": 95.10, "e_tot_ev": -21159.861}

=====

# 5
{"formula": "C9H14", "method": "the ωB97M-V functional and the def2-TZVPD basis", "symbols": ["C", "C", "H", "C", "C", "H", "C", "C", "H", "H", "C", "H", "H", "C", "H", "H", "C", "H", "H", "H", "H", "H", "H"], "coordinates": [[-0.58856, 1.98579, 2.02187], [-1.19653, 1.26804, 1.08000], [3.38878, 1.46280, 1.82641], [0.75838, 2.13661, 2.08803], [1.48226, 1.74910, 0.96934], [-1.26965, 2.28913, 2.87275], [0.83980, 0.92819, -0.02103], [2.89049, 1.94988, 0.89967], [3.47418, 1.47071, 0.10992], [-2.29598, 1.21212, 0.98264], [-0.48190, 0.87087, -0.02911], [-1.07644, -1.63593, -1.97759], [1.50115, 0.48344, -0.76328], [-1.08502, -3.74040, -1.91673], [-0.95416, 0.64027, -1.09001], [-2.28943, -2.15423, -0.78739], [-1.90696, -2.35527, -1.73434], [3.15489, 3.11564, 0.93707], [-2.77219, -2.24332, -2.41659], [-0.10172, -3.64577, -1.52762], [-1.65534, -4.50878, -1.41422], [1.23805, 2.64887, 2.89428], [-1.05410, -3.92777, -3.00406]], "nbo_charge": [-0.192, -0.243, 0.221, -0.229, -0.015, 0.209, -0.225, -0.633, 0.224, 0.213, -0.189, 0.198, 0.207, -0.601, 0.217, 0.201, -0.604, 0.222, 0.201, 0.202, 0.201, 0.212, 0.203], "gap_ev": 9.8, "smiles": "Cc1ccccc1.CC", "e_homo_ev": -8.810, "mol_weight_g_mol": 122.21, "max_force_ev_per_a": 5.1, "charge": 0, "lumo_ev": 0.9824, "relative_energy_kcal_mol": 42.39, "e_tot_ev": -9558.343}

=====

# 6
{"formula": "C4H6ClN2O4", "method": "the ωB97M-V functional and the def2-TZVPD basis", "symbols": ["C", "H", "O", "C", "O", "C", "N", "O", "H", "H", "Cl", "H", "H", "N", "C", "H", "O"], "coordinates": [[-0.77909, -0.20920, 1.73781], [1.61401, -1.05173, -0.93076], [-0.32229, 2.44467, -0.67939], [-1.39204, 1.13929, 1.51000], [1.87602, 1.79418, -0.00205], [0.49036, -2.71482, -0.67008], [0.35011, -3.76877, -0.28290], [1.08193, 1.01523, -1.98656], [-2.42560, 1.17261, 1.85458], [-1.29675, 1.28662, 0.43421], [0.67305, 1.44545, -0.67102], [-0.12740, -0.60292, -0.81997], [0.57023, -1.57112, -2.26046], [-0.28510, -1.25534, 1.95812], [0.59392, -1.32723, -1.19836], [-0.81275, 1.90687, 2.02318], [0.19137, 0.29621, -0.01633]], "nbo_charge": [0.317, 0.232, -0.848, -0.719, -0.867, 0.329, -0.451, -0.871, 0.217, 0.283, 2.614, 0.315, 0.217, -0.389, -0.744, 0.240, -0.877], "gap_ev": 9.3, "e_homo_ev": -5.815, "mol_weight_g_mol": 181.56, "max_force_ev_per_a": 7.3, "charge": -1, "lumo_ev": 3.5257, "relative_energy_kcal_mol": 106.25, "e_tot_ev": -27927.847}

=====

# 7
{"formula": "C5H8O", "method": "the ωB97M-V functional and the def2-TZVPD basis", "symbols": ["H", "O", "H", "H", "C", "H", "C", "C", "H", "H", "C", "H", "C", "H"], "coordinates": [[0.71197, 0.16787, -1.87591], [1.15379, 0.70649, 1.51800], [-0.65248, 1.51407, 0.66380], [-2.26203, -0.77950, 0.11099], [-1.27885, -0.61490, -0.33627], [1.78995, 1.38966, 1.27829], [-0.60332, 0.76947, -0.14995], [-0.07012, -1.24846, 0.41715], [0.43150, -2.12891, -0.00016], [1.18112, 1.72502, -1.07932], [0.65904, 0.77946, -0.97171], [-0.35595, -1.44697, 1.45421], [0.63743, 0.10178, 0.35839], [-1.34207, -0.93510, -1.38752]], "nbo_charge": [0.223, -0.710, 0.246, 0.218, -0.397, 0.476, -0.284, -0.408, 0.199, 0.226, -0.446, 0.221, 0.234, 0.202], "gap_ev": 9.6, "smiles": "O[C@@]12CC[C@@H]1C2", "e_homo_ev": -8.590, "mol_weight_g_mol": 84.12, "max_force_ev_per_a": 2.0, "charge": 0, "lumo_ev": 1.0139, "relative_energy_kcal_mol": 65.54, "e_tot_ev": -7359.413}

=====

# 8
{"formula": "CH4ClN3", "method": "the ωB97M-V functional and the def2-TZVPD basis", "symbols": ["C", "N", "H", "H", "H", "N", "N", "Cl", "H"], "coordinates": [[-0.04816, 0.57454, -0.57794], [1.04166, -0.38037, -0.84520], [0.32216, 1.62158, -0.32450], [-0.72466, 0.42109, -1.34326], [0.84442, -1.88852, 0.56837], [-0.64796, -0.35298, 0.35944], [0.31282, -1.27476, -0.08745], [2.52427, 0.07524, 0.16748], [-0.48579, -0.00666, 1.29491]], "mulliken_spin": [0.046, 0.742, -0.001, 0.025, 0.047, 0.026, 0.314, 0.772, 0.027], "gap_ev": [7.1, 7.2], "e_homo_ev": [-6.032, -9.431], "mol_weight_g_mol": 93.52, "max_force_ev_per_a": 6.2, "s2": 2.007, "charge": 0, "lumo_ev": [1.0278, -2.2652], "multiplicity": 3, "relative_energy_kcal_mol": 46.43, "e_tot_ev": -18087.006}

=====

# 9
{"formula": "C3H4NP", "method": "the ωB97M-V functional and the def2-TZVPD basis", "symbols": ["H", "N", "C", "C", "H", "C", "P", "H", "H"], "coordinates": [[2.19345, -0.76776, -0.36981], [0.96416, 0.89478, -0.09720], [-0.24011, 1.30016, 0.01737], [-0.01686, -1.23979, -0.23890], [-1.71559, 0.24884, 1.25462], [1.09499, -0.49006, -0.24929], [-1.48732, -0.05846, -0.09284], [-0.54244, 2.36471, 0.15069], [-0.25028, -2.25242, -0.37464]], "nbo_charge": [0.220, -0.451, -0.140, -0.498, 0.011, -0.026, 0.442, 0.209, 0.233], "gap_ev": 9.8, "smiles": "C1=NC=[PH]=C1", "e_homo_ev": -9.407, "mol_weight_g_mol": 85.05, "max_force_ev_per_a": 2.9, "charge": 0, "lumo_ev": 0.3633, "relative_energy_kcal_mol": 12.34, "e_tot_ev": -13952.808}